i:
Molecular formula: C3H8ClN3
Method: DFT, ωB97M-V/def2-TZVPD

Each line ends with the Löwdin charge.
Element x y z (Å)
H1 -0.58 1.09 1.47  0.14
H2 2.53 -1.42 -0.47  0.01
H3 3.13 -1.16 1.12  0.04
H4 0.01 -0.41 -1.07  0.16
Cl1 3.96 0.42 -0.42  0.93
N1 -0.35 -0.47 -0.12  0.06
N2 0.27 0.62 1.71  0.22
H5 -1.97 -1.20 0.99  0.19
N3 -2.24 -1.50 -1.07  0.23
C1 3.10 -0.84 0.13  -0.31
H6 -1.85 -1.29 -1.94  0.12
C2 -1.56 -1.02 -0.02  -0.06
H7 0.90 1.07 2.39  0.17
C3 0.63 -0.19 0.83  -0.09
H8 -3.15 -2.02 -0.96  0.19

Properties
total charge: +2
spin multiplicity: 1
HOMO-LUMO gap: 8.318 eV
LUMO: -0.360 Eh

ii:
Molecular formula: C3H8ClN3
Method: DFT, ωB97M-V/def2-TZVPD

Each line ends with the Löwdin charge.
Element x y z (Å)
C1 -0.63 0.04 0.66  -0.19
H1 -1.42 1.87 1.14  0.15
Cl1 -0.02 -2.74 -0.06  0.72
H2 -2.03 0.38 1.87  0.20
N1 0.27 0.15 -0.30  0.09
H3 0.66 -0.78 -0.59  0.08
C2 0.96 1.07 -0.97  -0.04
H4 -0.83 -1.70 2.22  0.11
N2 1.77 0.87 -2.00  0.26
N3 -1.29 0.91 1.31  0.28
H5 2.39 1.63 -2.32  0.18
H6 2.12 -0.07 -2.26  0.18
H7 1.00 2.19 -0.55  0.23
C3 -0.95 -1.79 1.11  -0.35
H8 -2.01 -2.02 0.75  0.10

Properties
total charge: +2
spin multiplicity: 1
HOMO-LUMO gap: 9.633 eV
LUMO: -0.363 Eh

iii:
Molecular formula: C3H8ClN3
Method: DFT, ωB97M-V/def2-TZVPD

Each line ends with the Löwdin charge.
Element x y z (Å)
H1 -1.73 1.29 -1.27  0.09
H2 3.53 -0.21 0.73  0.11
C1 -2.37 0.36 0.26  -0.35
H3 -2.01 -0.19 1.19  0.17
H4 0.64 -0.90 0.39  0.24
N1 -1.45 0.79 -0.46  0.15
N2 1.45 -0.20 0.22  0.06
C2 2.73 -0.84 0.43  0.01
H5 -4.26 0.49 -0.69  0.18
H6 2.87 -1.65 1.14  0.13
C3 1.14 1.03 0.10  -0.36
H7 3.01 -1.56 -0.37  0.15
N3 -3.65 0.33 0.16  0.18
H8 -4.30 -0.03 0.86  0.14
Cl1 1.54 2.56 -0.18  1.11

Properties
total charge: +2
spin multiplicity: 1
HOMO-LUMO gap (spin up / spin down): 5.852 / 5.850 eV
LUMO (spin up / spin down): -0.453 / -0.454 Eh

Stability, descending: ii, i, iii

i:
Molecular formula: C5H4FNO
Method: DFT, ωB97M-V/def2-TZVPD

Each line ends with the Löwdin charge.
Element x y z (Å)
C1 1.03 0.69 0.10  -0.05
C2 -0.14 0.11 0.48  -0.24
H1 2.01 0.35 -0.31  0.14
O1 0.87 2.07 0.05  -0.01
F1 1.31 -1.79 -0.97  -0.08
H2 -1.74 -1.69 0.40  0.15
C3 -0.46 2.25 0.36  -0.17
H3 -0.31 -3.17 -0.84  0.16
C4 -0.70 -1.24 0.18  -0.07
N1 -1.16 1.13 0.62  0.11
C5 0.04 -2.12 -0.36  -0.12
H4 -0.76 3.41 0.30  0.17

Properties
total charge: 0
spin multiplicity: 1
structure (SMILES): F/C=C\c1cocn1
HOMO-LUMO gap: 10.125 eV
LUMO: 0.034 Eh

ii:
Molecular formula: C5H4FNO
Method: DFT, ωB97M-V/def2-TZVPD

Each line ends with the Löwdin charge.
Element x y z (Å)
C1 -1.83 -0.49 -0.16  -0.12
C2 0.28 0.74 -0.27  -0.09
C3 2.32 -0.11 0.51  -0.16
C4 2.91 -1.17 1.14  0.06
C5 -1.03 0.65 -0.53  -0.29
H1 0.74 1.74 -0.48  0.16
H2 2.16 -1.67 1.73  0.07
O1 0.96 -0.21 0.31  -0.04
H3 3.96 -1.26 1.27  0.05
N1 -2.49 -1.43 0.13  0.16
F1 -1.74 1.58 -1.13  0.08
H4 2.69 0.92 0.17  0.14

Properties
total charge: 0
spin multiplicity: 1
structure (SMILES): C=CO/C=C(/F)C#N
HOMO-LUMO gap: 9.710 eV
LUMO: 0.022 Eh

Stability, descending: i, ii

i:
Molecular formula: C4H5I
Method: DFT, ωB97M-V/def2-TZVPD

Each line ends with the Löwdin charge.
Element x y z (Å)
C1 -0.06 1.10 -0.52  -0.31
C2 -0.21 1.42 -1.80  -0.01
H1 1.17 0.98 1.55  0.09
H2 -1.23 1.18 -2.01  0.04
H3 0.55 1.79 -2.48  0.04
C3 0.46 0.80 0.79  0.02
C4 -0.80 0.54 0.60  0.02
I1 1.52 -3.51 1.77  0.38
H4 -1.75 0.11 0.87  0.11
H5 0.35 -4.41 1.22  -0.38

Properties
total charge: 0
spin multiplicity: 1
structure (SMILES): C=C1C=C1.I
HOMO-LUMO gap: 8.849 eV
LUMO: 0.022 Eh

ii:
Molecular formula: C4H5I
Method: DFT, ωB97M-V/def2-TZVPD

Each line ends with the Löwdin charge.
Element x y z (Å)
H1 1.39 1.42 0.78  0.09
H2 -1.40 -0.79 -1.52  0.03
H3 0.53 -1.87 -0.13  0.15
H4 -0.55 -1.38 1.26  0.07
C1 -0.23 -1.13 0.31  -0.13
C2 -0.12 0.29 0.04  -0.41
H5 -0.02 2.31 -0.47  0.11
I1 -3.24 0.06 0.02  0.75
C3 0.48 1.44 0.11  0.04
C4 -1.25 -0.43 -0.55  -0.69

Properties
total charge: 0
spin multiplicity: 1
structure (SMILES): C=C1C[C@H]1I
HOMO-LUMO gap: 9.579 eV
LUMO: 0.012 Eh

Stability, descending: ii, i

i:
Molecular formula: C2H9N3O2
Method: DFT, ωB97M-V/def2-TZVPD

Each line ends with the Löwdin charge.
Element x y z (Å)
H1 -2.41 -2.38 -0.67  0.07
H2 2.42 1.84 0.58  0.09
C1 -2.30 -1.38 -0.23  -0.21
N1 0.08 1.02 0.37  -0.01
O1 -1.38 -0.60 -0.96  -0.29
H3 -1.99 -1.50 0.82  0.07
H4 -0.12 2.71 1.21  0.10
H5 -0.24 -0.98 -0.84  0.07
H6 3.24 0.43 0.04  0.10
C2 1.21 0.29 0.15  -0.50
H7 1.83 -1.50 -0.45  0.08
O2 0.28 2.43 0.38  -0.04
N2 2.41 0.84 0.45  0.16
H8 -0.78 0.57 -0.19  0.12
N3 1.03 -0.89 -0.40  0.10
H9 -3.28 -0.90 -0.25  0.07

Properties
total charge: 0
spin multiplicity: 1
HOMO-LUMO gap: 9.636 eV
LUMO: 0.026 Eh

ii:
Molecular formula: C2H9N3O2
Method: DFT, ωB97M-V/def2-TZVPD

Each line ends with the Löwdin charge.
Element x y z (Å)
O1 -0.58 2.30 -0.39  -0.01
H1 -1.88 -0.79 1.44  0.04
H2 -0.96 1.94 -1.22  0.10
H3 1.31 1.66 -0.25  0.16
H4 1.61 -0.53 -1.96  0.09
N1 0.37 1.33 -0.01  -0.02
H5 2.17 -0.59 -0.26  0.08
H6 -0.90 -1.98 1.88  0.06
H7 1.16 -1.88 -0.93  0.09
C1 1.34 -0.81 -0.93  -0.03
C2 0.09 -0.11 -0.51  -0.46
N2 -1.07 -0.99 2.05  -0.06
H8 -1.82 0.13 -0.60  0.04
O2 0.06 -0.29 1.58  -0.35
N3 -1.06 -0.42 -0.99  0.11
H9 0.15 1.02 1.10  0.14

Properties
total charge: 0
spin multiplicity: 1
HOMO-LUMO gap (spin up / spin down): 8.351 / 8.352 eV
LUMO (spin up / spin down): 0.020 / 0.020 Eh

Stability, descending: i, ii

i:
Molecular formula: C6H10
Method: DFT, ωB97M-V/def2-TZVPD

Each line ends with the Löwdin spin population.
Element x y z (Å)
C1 -0.36 0.06 0.46  0.21
H1 1.41 1.01 -2.12  0.01
C2 0.02 -0.86 2.68  0.30
H2 -0.83 -0.21 3.08  0.01
H3 -2.08 1.31 -1.16  0.00
H4 1.18 -0.78 -2.48  0.02
H5 2.08 -0.40 -0.90  0.00
H6 -0.71 2.06 -1.80  0.02
C3 0.41 -0.77 1.40  0.07
H7 1.26 -1.10 0.80  0.00
C4 -0.08 0.21 -0.89  0.26
C5 1.21 -0.02 -1.58  0.04
C6 -1.17 1.08 -1.59  0.04
H8 0.31 -1.49 3.48  0.01
H9 -1.54 0.91 -2.64  0.01
H10 -1.29 0.50 0.83  0.00

Properties
total charge: +1
spin multiplicity: 2
HOMO-LUMO gap (spin up / spin down): 9.624 / 8.293 eV
LUMO (spin up / spin down): -0.177 / -0.286 Eh

ii:
Molecular formula: C6H10
Method: DFT, ωB97M-V/def2-TZVPD

Each line ends with the Löwdin spin population.
Element x y z (Å)
H1 -1.09 0.71 1.54  0.01
H2 -1.69 3.02 -0.25  0.00
H3 2.37 -3.49 -0.97  0.01
C1 1.26 -1.72 -0.70  0.08
H4 -2.65 2.24 0.97  0.00
C2 0.71 -0.74 0.17  0.17
H5 -0.06 0.64 -1.35  0.01
H6 -0.08 1.93 0.91  0.04
H7 2.72 -2.52 0.62  0.01
C3 -1.97 2.02 0.10  0.01
H8 0.96 -0.77 1.25  0.00
H9 -2.70 1.53 -0.53  0.00
C4 -0.84 1.16 0.58  0.06
C5 0.04 0.34 -0.32  0.26
H10 0.80 -1.73 -1.70  0.00
C6 2.22 -2.63 -0.32  0.34

Properties
total charge: +1
spin multiplicity: 2
HOMO-LUMO gap (spin up / spin down): 9.393 / 7.878 eV
LUMO (spin up / spin down): -0.189 / -0.287 Eh

iii:
Molecular formula: C6H10
Method: DFT, ωB97M-V/def2-TZVPD

Each line ends with the Löwdin spin population.
Element x y z (Å)
C1 -0.26 0.92 0.50  0.17
H1 -1.77 2.99 1.30  0.01
H2 -1.31 4.11 -0.08  0.01
H3 0.91 -0.06 -1.04  0.01
C2 0.27 -1.64 0.37  0.04
C3 0.32 -0.11 -0.13  0.28
H4 0.14 -2.74 -1.44  0.00
H5 -0.73 -1.93 0.71  0.01
C4 -0.33 2.24 -0.17  0.10
H6 -0.79 0.81 1.41  0.00
H7 1.05 -3.68 -0.37  0.00
C5 0.87 -2.61 -0.63  0.00
H8 1.83 -2.32 -0.97  0.00
H9 0.91 -1.70 1.28  0.02
H10 0.07 2.55 -1.14  0.00
C6 -1.18 3.14 0.41  0.34

Properties
total charge: +1
spin multiplicity: 2
HOMO-LUMO gap (spin up / spin down): 10.123 / 7.415 eV
LUMO (spin up / spin down): -0.177 / -0.300 Eh

Stability, descending: ii, iii, i

i:
Molecular formula: FH2O2P
Method: DFT, ωB97M-V/def2-TZVPD

Each line ends with the Löwdin charge.
Element x y z (Å)
P1 0.67 -0.75 0.23  0.79
H1 1.24 -1.97 0.50  -0.09
F1 -1.03 0.02 3.16  -0.10
H2 -0.57 -1.26 0.40  -0.08
O1 0.31 0.20 2.97  -0.04
O2 0.81 0.30 1.26  -0.48

Properties
total charge: 0
spin multiplicity: 1
HOMO-LUMO gap (spin up / spin down): 8.593 / 9.133 eV
LUMO (spin up / spin down): -0.075 / -0.033 Eh

ii:
Molecular formula: FH2O2P
Method: DFT, ωB97M-V/def2-TZVPD

Each line ends with the Löwdin charge.
Element x y z (Å)
F1 1.68 2.20 -0.53  -0.12
H1 -0.39 -0.46 -0.85  0.01
P1 0.49 -0.26 0.23  0.77
H2 -0.53 -0.27 1.12  0.00
O1 0.66 1.54 0.35  -0.26
O2 1.41 -1.46 0.32  -0.41

Properties
total charge: 0
spin multiplicity: 1
structure (SMILES): O=[PH2]OF
HOMO-LUMO gap: 10.376 eV
LUMO: -0.042 Eh

Stability, descending: ii, i